The following is a quantum chemistry calculation of a structure of composition C32H20F3N5OS3W, from the Open Molecules 2025 dataset.

- Spin multiplicity: 1
- LUMO energy (spin up / spin down): -1.16 / -1.27 eV
- HOMO level (spin up / spin down): -7.33 / -7.46 eV
- DFT total energy: -3141.77423 a.u.

Last column: Mulliken charge in e.
Positions of all 65 atoms, in Å:
W  -0.768  0.143  0.462  1.1281
S  -1.629  1.759  2.007  -0.4567
C  -2.488  2.967  1.090  0.6387
C  -2.992  4.102  1.726  -0.8730
C  -3.700  5.050  1.009  0.3772
C  -4.201  6.208  1.680  -0.1591
N  -4.600  7.140  2.218  -0.5157
C  -3.920  4.864  -0.370  0.4525
C  -3.425  3.736  -0.998  -0.9530
C  -2.704  2.782  -0.278  0.5410
S  -2.095  1.360  -1.082  -0.4348
C  -4.654  5.827  -1.129  -0.1357
N  -5.244  6.584  -1.756  -0.5121
H  -2.831  4.241  2.785  0.5013
H  -3.598  3.592  -2.055  0.5003
S  -2.801  -3.475  2.564  -0.3971
C  -2.122  -2.512  3.843  0.7459
C  -2.193  -2.740  5.212  -0.6846
C  -1.565  -1.841  6.049  -0.5021
C  -0.883  -0.738  5.528  -1.1209
C  -0.813  -0.509  4.170  -0.1775
C  -1.446  -1.407  3.313  -0.2742
N  -1.493  -1.345  1.924  0.2859
C  -2.157  -2.365  1.418  0.7738
C  -2.217  -2.511  -0.020  0.7083
C  -2.804  -3.606  -0.655  -0.7869
C  -2.706  -3.707  -2.027  -0.7263
C  -2.024  -2.724  -2.744  -0.8618
C  -1.462  -1.633  -2.102  -0.4320
C  -1.550  -1.483  -0.712  0.0314
H  -2.724  -3.595  5.605  0.4177
H  -1.604  -1.990  7.118  0.4094
H  -0.402  -0.045  6.203  0.4025
H  -0.286  0.346  3.776  0.4714
H  -3.323  -4.366  -0.086  0.3987
H  -3.156  -4.542  -2.544  0.4023
H  -1.943  -2.809  -3.819  0.4230
H  -0.953  -0.876  -2.687  0.4649
C  1.571  -2.785  0.660  -0.5657
N  2.497  -1.837  1.244  -0.1435
C  2.160  -0.641  1.748  0.5801
N  3.137  0.067  2.364  -0.4808
O  1.007  -0.167  1.730  -0.6758
H  2.025  -3.236  -0.221  0.3592
H  0.665  -2.268  0.335  0.1281
H  1.304  -3.568  1.373  0.3186
H  3.446  -2.145  1.384  0.1981
H  4.104  -0.189  2.288  0.1759
H  2.916  1.021  2.593  0.2404
F  7.178  0.927  -4.824  -0.2567
C  6.080  0.356  -5.362  0.8187
F  5.802  1.061  -6.476  -0.2526
F  6.443  -0.874  -5.760  -0.2841
C  4.927  0.341  -4.400  0.3208
C  4.481  1.550  -3.876  -0.8503
C  3.425  1.571  -2.989  -0.7426
C  2.799  0.378  -2.610  0.3684
C  3.250  -0.827  -3.151  -0.4870
C  4.308  -0.846  -4.041  -0.6438
C  1.719  0.386  -1.681  0.7651
C  0.795  0.393  -0.886  -0.7248
H  4.963  2.474  -4.165  0.3830
H  3.072  2.506  -2.580  0.4792
H  2.754  -1.747  -2.876  0.4523
H  4.650  -1.782  -4.457  0.4487